No. 1
The following is a quantum chemistry calculation of C10H11Cl3F4GeN2Na as an isolated structure, from OMol25.

```
32
Properties=species:S:1:pos:R:3:forces:R:3:nbo_charge:R:1
Na -1.334 -1.293 -0.556 0.34 0.11 0.23 0.883
C 0.798 -1.650 -3.007 0.01 -0.04 0.02 -0.427
N 1.055 -0.938 -1.755 -0.19 0.07 -0.12 -0.461
C 2.415 -1.189 -1.304 0.02 -0.05 0.04 -0.419
C 0.805 0.490 -1.937 0.05 0.01 -0.07 -0.241
C 0.825 1.263 -0.628 -0.23 -0.08 0.20 -0.286
N -0.082 0.633 0.317 0.08 0.09 0.01 -0.367
C -0.177 1.037 1.581 -0.03 -0.13 -0.23 0.078
C -1.012 0.247 2.427 0.07 0.10 0.00 0.339
F -1.597 -0.831 1.906 -0.06 -0.03 -0.02 -0.292
C -1.207 0.548 3.750 0.03 0.02 -0.07 0.332
F -1.988 -0.231 4.493 -0.03 -0.01 0.05 -0.286
C -0.593 1.655 4.315 -0.02 0.05 0.13 -0.283
C 0.226 2.445 3.525 0.04 0.03 -0.02 0.334
F 0.822 3.517 4.049 -0.02 0.01 0.08 -0.291
C 0.444 2.158 2.199 -0.08 -0.08 0.00 0.311
F 1.225 2.967 1.488 0.06 0.05 -0.03 -0.287
H 1.473 -1.328 -3.815 0.02 0.03 0.03 0.169
H -0.230 -1.483 -3.328 0.01 0.02 0.01 0.224
H 0.933 -2.720 -2.851 0.00 0.00 0.01 0.210
H 3.161 -0.788 -2.008 0.00 0.00 -0.01 0.171
H 2.577 -2.262 -1.213 -0.02 0.00 0.00 0.211
H 2.593 -0.744 -0.325 -0.02 0.00 0.00 0.194
H -0.176 0.604 -2.404 -0.01 -0.02 0.05 0.224
H 1.536 0.946 -2.625 0.03 -0.03 0.02 0.180
H 0.516 2.296 -0.813 -0.01 0.02 -0.03 0.230
H 1.830 1.324 -0.206 0.06 -0.04 -0.01 0.208
H -0.755 1.902 5.355 0.02 -0.01 -0.01 0.259
Cl -2.797 -0.487 -2.509 -0.21 0.06 -0.23 -0.648
Ge -4.018 -2.534 -2.377 0.11 0.10 0.22 0.928
Cl -5.073 -1.964 -0.461 0.10 -0.02 -0.10 -0.562
Cl -2.196 -3.591 -1.282 -0.12 -0.22 -0.12 -0.634
```
Positions in Å, forces in eV/Å.

Results
2S+1 ... 2
ΔE to the lowest compared entry with this formula, charge and spin ... 0.00 kcal/mol
Frontier orbital gap (alpha / beta) ... 8.60 / 6.03 eV
Charge ... 0
LUMO energy (alpha / beta) ... -0.05 / -2.62 eV

No. 2
The following is a quantum chemistry calculation of a 2-piece molecular cluster, C8H12NOP overall, from OMol25.

```
23
Properties=species:S:1:pos:R:3:forces:R:3:nbo_charge:R:1
C 1.812 -3.147 -0.136 -0.89 0.79 -0.80 -0.214
C 1.411 -2.707 1.129 0.33 -1.20 -0.56 -0.225
C 2.072 -2.150 -1.101 0.19 -0.97 -1.51 -0.204
C 1.449 -1.379 1.337 -1.56 2.13 3.19 -0.225
C 2.049 -0.744 -0.828 0.45 -1.72 -1.49 -0.203
C 1.709 -0.362 0.419 0.31 -3.34 0.44 -0.224
C -2.754 2.737 0.218 -1.08 0.39 -0.61 -0.417
C -1.067 2.546 -1.490 0.50 -0.78 0.40 -0.294
N -1.665 2.029 -0.328 2.21 -0.84 -1.19 -0.720
O -1.770 -0.210 1.182 0.11 0.13 0.60 -1.019
P -1.388 0.260 -0.326 -0.41 1.05 -0.59 0.994
H 1.689 -4.183 -0.463 0.35 0.34 0.19 0.220
H 1.000 -3.274 1.973 0.53 -0.42 -0.75 0.222
H 2.190 -2.591 -2.157 0.14 1.23 1.60 0.219
H 1.062 -1.175 2.380 0.66 0.67 -1.11 0.193
H 2.245 0.054 -1.549 -0.06 -0.71 -0.22 0.222
H -3.627 2.218 -0.081 -1.49 -0.50 -0.23 0.184
H -2.716 2.634 1.275 -0.05 0.73 1.04 0.208
H -2.905 3.762 -0.218 0.71 -0.78 0.85 0.208
H -0.118 2.064 -1.756 -0.45 0.29 -0.17 0.174
H -1.254 3.573 -1.750 0.00 0.16 0.04 0.177
H 1.588 0.620 0.596 -0.28 3.19 1.13 0.216
H -1.014 -0.574 1.677 -0.24 0.14 -0.26 0.508
```
Positions in Å, forces in eV/Å.

Results
2S+1 ... 3
Frontier orbital gap (alpha / beta) ... 6.93 / 9.16 eV
Charge ... 0
LUMO energy (alpha / beta) ... 0.80 / -0.31 eV

No. 3
The following is a quantum chemistry calculation of one molecule with the formula C4H8N2O, from OMol25.

```
15
Properties=species:S:1:pos:R:3:forces:R:3:nbo_charge:R:1
N 0.907 -0.625 -1.455 0.05 -0.16 -0.16 -0.836
C -0.425 -0.449 -1.643 -0.08 -0.05 -0.16 0.655
O -1.052 -0.932 -2.567 0.16 0.06 0.19 -0.613
C -1.087 0.461 -0.618 0.06 -0.20 -0.08 -0.311
N -0.435 0.666 0.654 -0.24 -0.17 0.12 -0.426
C -0.251 -0.158 1.779 -0.07 -1.10 0.34 -0.207
C 0.871 0.702 1.227 -0.11 -0.29 0.35 -0.284
H 1.422 -1.199 -2.104 -0.09 0.07 0.03 0.405
H 1.379 -0.188 -0.681 0.02 -0.09 -0.23 0.401
H -1.249 1.438 -1.103 0.17 -0.25 0.13 0.227
H -2.087 0.066 -0.404 0.24 0.00 -0.12 0.235
H -0.911 -0.070 2.634 0.26 0.44 0.14 0.203
H 0.219 -1.191 1.651 -1.66 0.58 0.10 0.151
H 1.203 1.715 1.495 0.25 -0.90 0.38 0.223
H 1.498 -0.237 1.135 1.04 2.06 -1.04 0.179
```
Positions in Å, forces in eV/Å.

Results
ΔE to the lowest compared entry with this formula, charge and spin ... 74.86 kcal/mol
SMILES ... NC(=O)CN1CC1
Frontier orbital gap ... 9.88 eV
Charge ... 0
LUMO energy ... 0.90 eV

No. 4
The following is a quantum chemistry calculation of an isolated ion of composition C6H13N3O2 and charge -2, from OMol25.

```
24
Properties=species:S:1:pos:R:3:forces:R:3:nbo_charge:R:1
O -0.120 -3.024 1.462 0.59 0.95 -1.30 -0.823
N 0.329 -2.037 0.572 0.24 -0.33 0.66 -0.195
C -0.404 -2.015 -0.635 -1.67 0.52 -1.55 -0.272
C -1.597 -0.785 -0.593 0.56 -2.09 1.45 -0.455
C -0.989 0.598 -0.800 -1.81 1.61 -1.04 -0.384
C -0.341 1.325 0.386 -1.04 -0.26 1.13 -0.396
C 0.530 0.604 1.405 1.91 -0.74 -1.92 -0.469
C 2.003 0.388 0.785 -0.45 0.29 0.70 -0.221
N 2.309 -0.593 -0.237 -0.69 -0.92 0.56 -0.555
N 2.000 -2.084 0.031 0.82 -0.41 -0.37 0.081
O 2.850 -2.513 0.921 -1.04 0.49 -0.11 -0.714
H -0.949 -2.990 -0.812 0.10 0.60 0.42 0.148
H 0.203 -1.910 -1.629 -0.44 0.32 1.64 0.138
H -1.974 -0.882 0.493 0.28 0.10 -1.61 0.204
H -2.447 -1.070 -1.294 0.95 0.53 0.56 0.166
H -1.746 1.439 -1.278 1.17 -2.01 1.15 0.142
H -0.291 0.527 -1.613 0.75 -0.17 -0.41 0.183
H 0.265 2.092 -0.076 -0.07 0.93 0.13 0.173
H -1.142 1.713 1.074 0.23 0.34 -1.10 0.171
H 0.726 1.298 2.231 -0.43 -0.22 0.33 0.154
H 0.082 -0.399 1.576 0.55 0.54 0.65 0.305
H 2.286 1.283 0.224 -0.20 0.80 0.31 0.141
H 2.719 0.361 1.623 -0.11 -0.55 -0.20 0.169
H 1.766 -0.340 -1.054 -0.19 -0.32 -0.11 0.311
```
Positions in Å, forces in eV/Å.

Results
SMILES ... [O-]N1CCCCCCNN1[O-]
Frontier orbital gap (alpha / beta) ... 3.26 / 3.26 eV
Charge ... -2
LUMO energy (alpha / beta) ... 6.22 / 6.22 eV

No. 5
The following is a quantum chemistry calculation of one molecule with the formula C6H6Cl2N2OSi2, from OMol25.

```
19
Properties=species:S:1:pos:R:3:forces:R:3:nbo_charge:R:1
C 1.550 2.720 -0.879 2.85 2.78 -3.02 -0.320
C 0.882 2.297 0.108 -3.83 -2.49 3.29 -0.647
Si -0.921 1.727 -0.104 1.05 -0.33 0.11 1.752
Cl -1.613 2.207 -1.932 -0.27 0.31 -0.31 -0.343
C -2.111 2.186 1.236 0.22 1.13 0.76 -0.189
N -2.544 2.647 2.206 0.07 -0.51 -0.77 -0.248
O -0.920 0.127 0.050 0.28 -1.59 -0.42 -1.270
Si -0.783 -1.504 -0.166 -0.44 1.23 1.01 1.771
Cl -1.431 -2.179 -1.919 -0.24 -0.19 -0.91 -0.326
C -2.059 -2.077 1.066 0.14 -0.60 0.18 -0.184
N -2.802 -2.553 1.807 0.19 0.27 -0.21 -0.269
C 0.940 -2.006 0.180 -1.34 -0.92 -0.06 -0.736
C 1.593 -3.085 -0.207 2.37 -1.02 -0.59 -0.263
H 2.540 3.163 -0.846 0.49 -0.72 0.52 0.200
H 1.176 2.940 -1.858 -0.89 -0.17 -0.37 0.200
H 1.270 1.977 1.083 0.32 0.72 -0.24 0.233
H 1.302 -1.470 1.002 1.18 1.19 0.89 0.231
H 2.708 -3.247 0.053 -2.01 0.23 0.03 0.205
H 1.224 -3.871 -0.882 -0.11 0.69 0.10 0.205
```
Positions in Å, forces in eV/Å.

Results
ΔE to the lowest compared entry with this formula, charge and spin ... 0.00 kcal/mol
SMILES ... C=C[Si@](Cl)(C#N)O[Si@](Cl)(C#N)C=C
Frontier orbital gap ... 11.20 eV
Charge ... 0
LUMO energy ... 0.05 eV

No. 6
The following is a quantum chemistry calculation of C34H27AsN2O6SeV as an isolated structure, from OMol25.

```
72
Properties=species:S:1:pos:R:3:forces:R:3:mulliken_charge:R:1
V 0.135 -0.251 0.284 -0.45 0.13 -0.53 1.035
O 0.090 -1.220 1.698 -0.24 -0.75 0.94 -1.157
C -1.055 -1.643 2.357 0.48 0.33 -0.51 0.760
C -0.990 -1.819 3.726 0.06 -0.11 0.20 -0.617
C -2.139 -2.178 4.406 -0.01 -0.02 0.00 -0.502
C -3.334 -2.353 3.714 0.02 0.01 -0.01 -0.771
C -3.373 -2.168 2.344 -0.02 -0.03 0.04 -0.817
C -2.227 -1.802 1.641 -0.14 0.03 -0.13 -0.263
C -2.355 -1.624 0.144 0.16 0.34 -0.17 0.275
N -1.125 -1.225 -0.575 -0.79 -0.57 -0.27 0.258
C -1.159 -1.540 -2.012 -0.08 0.12 0.29 -1.041
C -0.544 -0.360 -2.740 0.16 0.07 0.10 -0.796
N 0.478 0.181 -1.829 -0.12 -0.24 -0.08 -0.051
C 1.470 0.798 -2.354 0.16 0.06 0.05 -0.242
C 2.662 1.200 -1.645 -0.21 0.00 -0.36 0.503
C 3.704 1.852 -2.310 0.09 0.05 -0.02 -0.808
C 4.900 2.078 -1.661 -0.05 -0.03 0.02 -0.864
C 5.063 1.628 -0.349 0.03 0.02 0.04 -0.544
C 4.040 0.985 0.327 0.27 0.12 0.02 -0.617
C 2.843 0.793 -0.332 -0.79 -0.47 0.48 0.268
O 1.818 0.171 0.313 1.52 0.60 -0.09 -0.042
H -0.047 -1.677 4.237 -0.01 0.01 -0.02 0.518
H -2.102 -2.322 5.478 -0.02 0.00 -0.01 0.446
H -4.234 -2.630 4.246 0.01 0.00 -0.01 0.437
H -4.304 -2.284 1.803 0.01 0.00 0.01 0.481
H -2.661 -2.583 -0.277 -0.04 -0.10 -0.07 0.674
H -2.192 -1.696 -2.324 -0.03 -0.02 -0.05 0.425
H -0.606 -2.459 -2.209 0.06 -0.04 0.01 0.468
H -1.287 0.409 -2.946 -0.01 0.01 0.04 0.220
H -0.093 -0.671 -3.681 0.02 0.02 -0.05 0.621
H 1.459 0.980 -3.430 0.03 0.02 -0.02 0.454
H 3.565 2.160 -3.341 0.01 -0.01 0.03 0.469
H 5.712 2.580 -2.168 -0.01 -0.01 0.01 0.443
H 6.008 1.786 0.156 -0.01 0.00 -0.02 0.459
H 4.155 0.636 1.344 0.00 0.01 -0.02 0.561
C -3.276 4.781 4.443 0.00 0.00 0.01 -0.526
C -2.369 3.746 4.630 -0.02 0.02 0.02 -0.845
C -1.781 3.133 3.535 -0.08 0.04 0.05 -0.186
C -2.125 3.558 2.259 -0.02 0.02 0.09 0.677
C -3.048 4.575 2.059 -0.06 0.03 0.10 -0.360
C -3.615 5.195 3.163 -0.02 0.00 0.00 -0.756
As -1.303 2.781 0.738 -0.61 -0.02 -0.15 2.245
C -1.282 3.742 -0.917 -0.04 0.04 -0.04 0.363
C -2.331 3.925 -1.808 0.01 0.09 -0.02 -0.816
C -2.102 4.637 -2.978 0.01 0.01 -0.01 -1.076
C -0.841 5.160 -3.236 0.01 0.00 0.02 -0.836
C 0.196 4.999 -2.325 0.03 0.04 -0.04 -0.846
C -0.021 4.293 -1.150 0.13 0.01 -0.01 0.320
C 0.989 4.081 -0.077 0.00 0.08 -0.18 1.223
C 2.267 4.630 -0.061 0.03 0.01 0.01 -0.424
C 3.100 4.386 1.020 -0.02 -0.02 0.01 -0.871
C 2.671 3.592 2.079 0.02 0.02 -0.06 -0.890
C 1.398 3.041 2.061 0.02 0.02 -0.01 -0.575
C 0.560 3.298 0.985 0.12 -0.15 0.12 -0.228
H -3.727 5.262 5.301 0.01 -0.01 -0.02 0.402
H -2.119 3.416 5.630 0.00 0.00 -0.01 0.422
H -1.086 2.317 3.685 0.04 -0.02 -0.02 0.229
H -3.334 4.878 1.060 0.01 0.00 -0.02 0.365
H -4.332 5.993 3.021 0.01 -0.01 0.01 0.418
H -3.326 3.557 -1.594 -0.01 -0.08 0.04 0.661
H -2.912 4.790 -3.678 0.02 0.00 0.00 0.471
H -0.667 5.715 -4.150 0.00 -0.01 0.01 0.437
H 1.164 5.438 -2.531 -0.02 -0.01 -0.01 0.424
H 2.611 5.262 -0.871 -0.01 -0.03 0.02 0.424
H 4.091 4.822 1.040 -0.02 -0.01 0.00 0.468
H 3.328 3.408 2.920 -0.01 0.01 -0.01 0.459
H 1.075 2.423 2.888 -0.03 -0.02 0.01 0.249
O -3.443 -0.735 -0.129 0.11 0.14 0.00 -0.632
Se -3.249 0.866 -0.977 -0.51 0.01 0.00 0.990
O -3.027 1.974 0.352 0.02 -0.17 -0.20 -0.795
O -0.827 1.016 0.842 0.18 0.45 0.18 0.498
O -4.768 1.111 -1.442 0.56 -0.05 0.26 -0.729
```
Positions in Å, forces in eV/Å.

Results
ΔE to the lowest compared entry with this formula, charge and spin ... 0.00 kcal/mol
Frontier orbital gap ... 7.24 eV
Charge ... +1
LUMO energy ... -4.13 eV

No. 7
The following is a quantum chemistry calculation of a 2-piece molecular cluster, Cl2H4Si2 overall, from OMol25.

```
8
Properties=species:S:1:pos:R:3:forces:R:3:nbo_charge:R:1
Si -0.465 1.483 0.794 -0.97 2.39 0.07 0.868
Si 0.133 -2.387 -1.961 -0.22 1.07 -0.60 0.780
Cl 1.720 -1.103 -1.361 -0.39 -0.69 0.06 -0.472
Cl -0.958 -0.162 1.790 -0.74 -1.29 0.71 -0.369
H -0.833 2.803 1.546 -0.51 -1.16 -0.79 -0.157
H 0.889 1.619 1.016 2.33 -0.09 -0.24 -0.192
H -0.862 1.381 -0.626 -0.08 0.11 0.20 -0.151
H 0.375 -3.633 -1.200 0.58 -0.35 0.59 -0.307
```
Positions in Å, forces in eV/Å.

Results
ΔE to the lowest compared entry with this formula, charge and spin ... 41.32 kcal/mol
Frontier orbital gap ... 7.91 eV
Charge ... 0
LUMO energy ... -1.13 eV

No. 8
The following is a quantum chemistry calculation of a 2-piece molecular cluster, C8H10O overall, from OMol25.

```
19
Properties=species:S:1:pos:R:3:forces:R:3:nbo_charge:R:1
C 1.933 -2.102 0.680 -1.83 3.85 -0.53 0.509
C -0.382 0.796 -1.462 0.01 -0.05 -2.47 -0.400
C -1.553 0.500 0.628 1.09 -0.23 -2.93 -0.386
C 0.831 0.970 0.621 0.06 0.70 2.44 -0.457
C -0.464 1.409 -0.054 -0.69 -0.57 -0.50 -0.224
C -0.083 -0.614 -0.991 -0.70 1.07 0.54 -0.287
C -0.836 -0.816 0.269 -0.61 0.18 1.89 -0.272
C 0.638 -0.457 0.303 2.64 -4.09 0.92 -0.072
O 3.069 -2.044 1.019 -1.92 -0.69 -0.55 -0.483
H 1.151 -2.861 0.398 1.26 -0.41 0.39 0.138
H -1.298 0.977 -2.116 0.50 -0.66 1.31 0.212
H 0.387 1.135 -2.222 -0.13 0.08 1.49 0.216
H -1.633 0.720 1.627 0.13 0.25 2.65 0.204
H -2.552 0.665 0.219 0.12 -0.28 -0.43 0.204
H 1.766 1.409 0.352 0.52 0.25 -1.40 0.227
H 0.937 1.197 1.736 -1.04 -0.53 -1.03 0.212
H -0.767 2.399 -0.126 -0.10 2.11 0.38 0.217
H 0.063 -1.494 -1.506 0.45 -1.39 -1.79 0.221
H -1.206 -1.789 0.625 0.24 0.40 -0.37 0.222
```
Positions in Å, forces in eV/Å.

Results
ΔE to the lowest compared entry with this formula, charge and spin ... 93.14 kcal/mol
Frontier orbital gap ... 9.44 eV
Charge ... 0
LUMO energy ... 0.90 eV